9
Properties=species:S:1:pos:R:3:forces:R:3 method="wB97M-V/def2-TZVPD" orbital_gap_ev="8.650 / 8.653" molar_mass_da=105.12 energy_ev=-18536.86949 homo_energy_ev="-9.356 / -9.357" fmax_ev_per_a=3.49 relative_energy_kcal_mol=151.8
C -1.446845 0.583959 0.052531 -2.912 1.527 -0.530
C -0.733010 -0.470432 0.016728 2.488 0.163 0.422
N 1.348147 0.340207 0.088953 -2.575 -0.579 -0.180
O 1.567938 1.504916 0.280054 0.246 -0.590 -0.147
O 2.113631 -0.577097 -0.112318 0.883 0.803 0.042
S -0.245505 -2.061380 0.078469 -3.139 -1.278 0.839
H -2.548914 0.847766 -0.005286 1.184 -1.438 0.156
H -0.953012 1.508367 -0.052052 1.153 1.104 0.292
H 0.897574 -1.676310 -0.347082 2.672 0.289 -0.893